{
  "formula": "C3H7IN",
  "method": "wB97M-V/def2-TZVPD",
  "total_energy_ha": -470.635433,
  "lumo_ev": -5.01,
  "gap_ev": 7.41,
  "total_charge": 1,
  "e_above_lowest_kcal_mol": 42.6,
  "mol_weight_g_mol": 184.00,
  "species": ["C", "C", "C", "N", "I", "H", "H", "H", "H", "H", "H", "H"],
  "xyz": [[-1.5996, 0.8838, 0.5203], [-0.4986, 0.9535, -0.5373], [-1.1269, -0.2899, -0.1701], [-1.1945, -1.5507, -0.3189], [4.8928, -0.0006, 0.2312], [-1.3413, 1.0072, 1.5644], [-2.5842, 1.2738, 0.2932], [-0.7257, 1.3813, -1.5067], [0.5275, 1.1341, -0.2413], [6.1197, -0.6312, 0.9652], [-1.8627, -2.1244, 0.1943], [-0.6065, -2.0369, -0.9942]],
  "forces_ev_per_angstrom": [[-0.3, 0.1, 0.3], [0.3, 0.2, -0.3], [0.0, -0.1, 0.1], [0.0, -0.2, -0.2], [-0.7, 0.4, -0.5], [0.2, -0.1, 0.1], [0.0, -0.1, -0.2], [-0.2, -0.1, -0.1], [0.0, -0.1, 0.2], [0.7, -0.4, 0.5], [0.1, 0.2, 0.0], [0.0, 0.1, 0.1]]
}

{
  "formula": "C3H7IN2Si",
  "method": "wB97M-V/def2-TZVPD",
  "total_energy_ha": -815.263896,
  "lumo_ev": 0.67,
  "gap_ev": 9.83,
  "total_charge": 0,
  "e_above_lowest_kcal_mol": 4.1,
  "mol_weight_g_mol": 226.09,
  "species": ["C", "C", "C", "N", "N", "Si", "I", "H", "H", "H", "H", "H", "H", "H"],
  "xyz": [[-0.0143, 1.8811, 1.0467], [0.3823, 1.6579, -0.3669], [-0.6614, -2.2518, 0.6386], [-0.6616, 0.9207, 1.5757], [-0.0783, 0.4379, -0.8437], [-1.0515, -0.3098, 0.3713], [-3.4462, 0.1315, -0.1301], [0.4076, 2.7593, 1.4671], [-0.1359, 2.4237, -1.0678], [1.5118, 1.8883, -0.3928], [0.3575, -2.3903, 0.4487], [-1.0066, -2.4646, 1.6727], [-1.2993, -2.9671, -0.0623], [-0.3292, 0.3349, -1.8062]],
  "forces_ev_per_angstrom": [[-0.4, -2.5, -1.3], [0.8, 3.9, -2.4], [-3.9, 0.8, -0.6], [-0.1, 0.2, 1.3], [-0.3, -2.7, 0.4], [0.2, -1.0, -0.2], [0.2, -0.3, 0.1], [-0.1, 0.8, 1.1], [1.1, -0.2, 1.3], [-1.3, -0.6, -0.3], [1.6, -0.3, 0.0], [0.6, -0.1, -0.5], [1.3, 1.8, 1.3], [0.3, 0.3, -0.3]]
}

{
  "formula": "C3H7INO",
  "method": "wB97M-V/def2-TZVPD",
  "total_energy_ha": -545.755082,
  "lumo_ev": [-4.81, -4.70],
  "gap_ev": [7.17, 7.39],
  "total_charge": 1,
  "e_above_lowest_kcal_mol": 107.1,
  "mol_weight_g_mol": 200.00,
  "species": ["C", "C", "C", "N", "O", "I", "H", "H", "H", "H", "H", "H", "H"],
  "xyz": [[-0.7871, 1.2285, 0.2062], [0.1190, -1.2464, -0.7070], [1.5350, -0.2352, 0.9601], [-1.3185, 0.1420, -0.3387], [0.7974, -1.1168, 0.4106], [2.4446, 1.2823, -0.1296], [-0.6827, 1.2022, 1.2774], [-0.5858, 2.1238, -0.3949], [-0.1684, -2.2020, -0.9028], [0.5176, -0.6373, -1.4071], [1.7618, -0.4491, 2.0712], [-1.9768, -0.3862, 0.2346], [-1.6561, 0.2942, -1.2798]],
  "forces_ev_per_angstrom": [[-0.1, 0.2, 0.9], [1.2, 1.5, 1.8], [-0.3, 1.0, 1.0], [-0.9, 0.8, 0.0], [-0.5, -2.0, 1.5], [0.7, -0.2, 0.1], [-0.2, 0.5, 0.1], [0.2, -0.8, 0.3], [-1.0, -2.5, -0.4], [0.9, 1.5, -2.9], [-0.2, 0.5, -2.0], [0.4, -0.2, -0.2], [-0.1, -0.4, -0.2]]
}